<one>
C2HCl2F3S | wB97M-V/def2-TZVPD

```
9
C2HCl2F3S, DFT wB97M-V/def2-TZVPD
C -0.28804 -1.12397 0.10887
C -0.24907 0.74886 0.01518
F -0.43478 -1.57573 1.30868
F -1.29394 -1.66057 -0.62501
F 0.80257 -1.52893 -0.52161
S 1.28840 1.19374 0.81255
Cl -0.27878 1.14276 -1.76852
Cl -1.55269 1.31091 0.95591
H 2.00633 1.49294 -0.28606
```

Calculated values
- Highest occupied orbital energy: -10.10 eV
- Orbital gap: 10.5 eV
- E_LUMO: 0.37 eV

<two>
C2HCl2F3S | wB97M-V/def2-TZVPD

```
9
C2HCl2F3S, DFT wB97M-V/def2-TZVPD
C -1.15778 0.93584 -0.04007
C -0.25924 -0.23109 0.40820
F -0.52010 2.08692 -0.37458
F -1.97537 0.63699 -1.03402
F -1.91616 1.14742 1.02961
S -0.88745 -1.69370 0.51952
Cl 3.11313 -1.33448 -1.24538
Cl 1.19097 0.39819 1.05829
H 2.41200 -1.94610 -0.32156
```

Calculated values
- Highest occupied orbital energy: -10.21 eV
- Orbital gap: 8.7 eV
- E_LUMO: -1.47 eV

Relative energies, in kJ/mol, with the most stable structure set to zero: <one> 43.6; <two> 0.0.

<one>
C8H11NO | wB97M-V/def2-TZVPD

```
21
C8H11NO, DFT wB97M-V/def2-TZVPD
C 0.49883 0.04173 -0.20912
C 1.54609 0.65203 0.36804
C 1.10733 -0.64063 -1.26585
C 0.72204 1.19449 1.45186
C -0.47065 0.44976 0.84715
C 0.66714 -1.57904 -2.29263
C -1.54012 1.35484 0.16739
C -1.12430 -0.73226 1.54858
N 2.39639 -0.38284 -1.24237
O 2.69025 0.54580 -0.31931
H 1.09645 0.60819 2.30295
H 0.53136 2.28451 1.63668
H -0.44484 -1.27669 -2.31639
H 1.13715 -1.30485 -3.20199
H 0.67788 -2.58637 -2.00036
H -2.05656 2.17374 0.65576
H -2.33173 0.71354 -0.34233
H -1.06785 1.73003 -0.73941
H -1.87294 -0.50438 2.34569
H -0.40916 -1.45942 1.83847
H -1.75277 -1.28217 0.76719
```

Calculated values
- Highest occupied orbital energy: -9.08 eV
- Orbital gap: 9.9 eV
- E_LUMO: 0.77 eV

<two>
C8H11NO | wB97M-V/def2-TZVPD

```
21
C8H11NO, DFT wB97M-V/def2-TZVPD
C 0.76995 2.13366 -0.59493
C 0.25298 1.31673 -1.61260
C 0.70522 1.76011 0.67737
C -0.30176 0.13972 -1.37303
C 1.04362 -1.42646 0.04226
C -0.21118 0.57796 1.15030
C -0.21817 -0.47859 0.05387
C -1.41228 -1.51947 0.22569
N 1.71179 -1.46039 1.07466
O -1.51794 1.04192 1.34188
H 1.17755 3.12721 -0.88325
H 0.36048 1.64382 -2.64245
H 1.16569 2.30251 1.44091
H -0.69952 -0.76048 -1.99911
H 1.22254 -1.82440 -0.94094
H 0.26638 0.05748 2.04176
H -1.78235 -1.91313 1.17951
H -0.98486 -2.55592 -0.13928
H -2.22139 -1.10071 -0.33758
H 2.51430 -2.03867 0.87797
H -1.84106 0.97710 0.41698
```

Calculated values
- Highest occupied orbital energy: -8.76 eV
- Orbital gap: 9.2 eV
- E_LUMO: 0.48 eV

Relative energies, in kJ/mol, with the most stable structure set to zero: <one> 117.5; <two> 0.0.

<one>
C3H8N2O3S | wB97M-V/def2-TZVPD

```
17
C3H8N2O3S, DFT wB97M-V/def2-TZVPD
C -0.19978 -0.43021 0.77993
C -0.15553 1.49929 -0.68701
C 0.75037 0.60133 0.14565
N -1.37962 -2.55320 0.31454
N 1.48149 1.40813 1.09586
O 0.08558 2.82623 -0.47344
O -0.86252 0.99391 -1.57357
O 0.79314 -1.86410 -1.78468
S -0.72038 -1.30787 -0.56506
H -1.20484 -0.00885 1.11419
H 1.29040 -0.08464 -0.58187
H -0.95485 -2.66482 1.16235
H -1.36494 -3.33499 -0.30004
H 2.02974 2.11720 0.60047
H 2.03988 0.81329 1.72564
H 0.21152 3.00730 0.47158
H -1.83967 -1.01800 -1.44453
```

Calculated values
- Highest occupied orbital energy: -9.00 eV
- Orbital gap: 8.7 eV
- E_LUMO: -0.30 eV

<two>
C3H8N2O3S | wB97M-V/def2-TZVPD

```
17
C3H8N2O3S, DFT wB97M-V/def2-TZVPD
C 0.24888 -0.54888 -0.19650
C -0.84982 -1.54760 -0.53828
C -1.57044 -0.67767 0.40475
N -1.33522 -1.34783 -1.90749
N -0.66535 0.20487 0.64244
O 0.49205 2.20281 2.92848
O 2.36780 2.80147 1.52038
O 0.30433 3.72421 0.82249
S 0.82208 2.43705 1.26432
H 1.17084 -1.00902 0.19580
H 0.50321 -0.04487 -1.15865
H -0.62133 -2.66668 -0.24514
H -2.55594 -0.70785 0.87725
H -0.78343 -2.07620 -2.47892
H -1.15988 -0.39599 -2.31866
H -0.00536 2.82962 3.43564
H 2.77611 3.72722 1.47801
```

Calculated values
- Highest occupied orbital energy: -9.51 eV
- Orbital gap: 10.3 eV
- E_LUMO: 0.77 eV

Relative energies, in kJ/mol, with the most stable structure set to zero: <one> 351.8; <two> 0.0.

<one>
C6H15NO2 | wB97M-V/def2-TZVPD

```
24
C6H15NO2, DFT wB97M-V/def2-TZVPD
C 1.10207 0.65177 0.13238
C -0.05135 1.65320 0.16941
C 2.26811 1.15618 0.99131
C 0.67126 -0.72176 0.64312
C 1.41667 -1.84560 0.43511
O 1.48779 0.56434 -1.24215
H 2.30160 0.05248 -1.30204
H 0.06833 -0.67215 1.54106
H 2.60432 2.12485 0.62382
H -0.46734 1.71824 1.17344
H -0.84002 1.34953 -0.51291
H 0.31092 2.63384 -0.13374
H 1.95974 1.25741 2.03066
H 3.10858 0.46281 0.94715
H 1.22703 -2.74613 0.99498
H 2.10734 -1.92306 -0.39157
C -3.16731 -0.43241 -0.37698
N -2.20726 -0.74175 -1.41479
O -0.76036 -1.25186 -0.70516
H -0.35792 -0.67874 -1.39053
H -2.49507 -1.60778 -1.87346
H -2.83323 0.44365 0.18004
H -3.32813 -1.25568 0.33078
H -4.12575 -0.19140 -0.84992
```

Calculated values
- Highest occupied orbital energy: -8.23 eV
- Orbital gap: 9.2 eV
- E_LUMO: 0.93 eV

<two>
C6H15NO2 | wB97M-V/def2-TZVPD

```
24
C6H15NO2, DFT wB97M-V/def2-TZVPD
C 1.93979 -0.84624 -0.46158
C 0.54124 -0.62143 -0.05140
C -0.23384 -0.22467 -1.42310
C 0.43090 0.94482 -1.94741
C 0.03666 2.12892 -1.46131
N -0.23409 -1.84618 0.55453
C -1.00517 -1.37414 1.73217
O -0.32096 -0.89307 2.78857
H 2.46435 -1.69480 0.07710
H 2.23138 -1.16297 -1.51844
H 2.53297 0.06277 -0.06554
H 0.43811 0.20281 0.54508
H -0.03974 -1.18168 -1.99510
H -1.40106 -0.10695 -1.36416
H 1.22154 0.79043 -2.70509
H -0.72914 2.37461 -0.85126
H 0.76611 3.01193 -1.58822
H 0.40653 -2.60311 0.81275
H -1.71183 -0.53140 1.39606
H -1.50687 -2.27084 2.09167
H 0.51720 -1.45478 3.00449
H -1.45979 2.90089 0.99814
H -2.69846 2.08831 0.31042
O -2.18584 2.30677 1.12164
```

Calculated values
- Highest occupied orbital energy: -9.03 eV
- Orbital gap: 9.8 eV
- E_LUMO: 0.81 eV

Relative energies, in kJ/mol, with the most stable structure set to zero: <one> 89.8; <two> 0.0.